(1)
{
  "formula": "C3H25HfO20",
  "method": "the ωB97M-V functional and the def2-TZVPD basis",
  "elements": ["Hf", "C", "O", "O", "O", "H", "C", "O", "O", "O", "H", "C", "O", "O", "O", "H", "O", "H", "H", "O", "H", "H", "O", "H", "H", "O", "H", "H", "O", "H", "H", "O", "H", "H", "O", "H", "H", "O", "H", "H", "O", "H", "H", "O", "H", "H", "O", "H", "H"],
  "xyz": [[-5.712, 16.752, 14.391], [-7.470, 15.913, 12.049], [-6.966, 15.887, 13.178], [-8.262, 14.924, 11.671], [-7.167, 16.805, 11.246], [-8.506, 14.420, 12.501], [-4.672, 14.098, 15.735], [-5.331, 15.028, 15.223], [-5.287, 13.050, 16.261], [-3.436, 14.170, 15.784], [-4.765, 12.541, 16.855], [-6.261, 19.031, 13.454], [-5.250, 18.328, 13.236], [-6.424, 20.272, 13.044], [-7.016, 18.368, 14.194], [-5.582, 20.706, 12.869], [-5.316, 13.279, 12.633], [-4.833, 12.620, 12.162], [-6.242, 13.044, 12.616], [-7.633, 16.339, 15.622], [-8.412, 16.585, 15.105], [-7.920, 15.592, 16.168], [-10.490, 15.828, 9.986], [-9.955, 15.731, 9.215], [-10.121, 16.538, 10.466], [-9.650, 18.121, 11.413], [-8.833, 17.677, 11.378], [-9.407, 18.929, 11.054], [-4.460, 15.820, 12.933], [-4.665, 14.842, 12.773], [-3.543, 16.022, 12.621], [-10.394, 12.082, 13.239], [-9.616, 12.485, 13.685], [-10.758, 12.792, 12.676], [-6.707, 15.036, 9.100], [-6.017, 15.497, 8.619], [-6.971, 15.342, 9.992], [-9.305, 12.441, 9.861], [-9.688, 11.709, 9.424], [-9.964, 12.911, 10.411], [-7.471, 11.778, 12.089], [-8.295, 12.126, 11.811], [-7.479, 10.880, 11.859], [-8.335, 13.585, 14.233], [-8.035, 12.755, 14.547], [-9.145, 13.734, 14.769], [-6.916, 18.363, 9.062], [-6.104, 18.070, 8.661], [-6.819, 18.035, 9.977]],
  "forces_ev_per_angstrom": [[-1.46, -2.31, -0.05], [0.04, 1.38, -4.23], [0.31, -1.10, 3.37], [-0.47, -0.40, 1.72], [-0.67, -0.66, 0.66], [0.47, 0.22, -1.00], [6.30, -1.93, 1.67], [-2.73, 1.13, 0.23], [-3.07, 0.82, -0.98], [-1.34, -0.18, -0.01], [1.34, -0.43, 0.45], [0.13, 0.84, 0.33], [4.84, 1.49, -2.76], [-0.82, -1.41, 0.91], [-3.98, 1.88, 1.52], [0.36, -0.11, -0.46], [0.84, 1.87, 0.97], [0.27, -0.79, -0.59], [-0.56, -0.65, -0.40], [-0.37, 0.25, 0.50], [0.03, 0.35, 0.02], [0.57, 0.00, -0.08], [-1.34, -1.61, -0.07], [0.62, -0.15, -0.86], [0.38, 1.54, 0.70], [-1.88, -1.27, 1.37], [1.78, -1.15, -0.09], [0.16, 2.73, -1.24], [1.84, -0.08, -0.86], [-0.07, -0.02, 0.03], [-1.11, -0.23, 0.31], [0.29, 0.70, -0.06], [-1.03, -0.60, -1.01], [0.06, -0.47, 0.45], [-0.67, -1.24, 0.14], [-0.15, 0.51, 0.81], [0.95, 0.50, -1.63], [0.73, 1.70, 1.52], [-1.04, -1.04, -0.53], [0.15, -0.52, -1.02], [1.34, 1.45, 1.49], [-1.40, 0.30, -0.98], [-0.02, -1.93, -0.56], [-1.46, 1.73, 0.51], [1.13, -1.56, 0.43], [0.64, 0.16, -0.28], [-0.06, 0.22, 0.91], [0.39, -0.03, -0.52], [-0.28, 0.10, -0.75]],
  "homo_energy_ha": -0.4669,
  "spin_multiplicity": 1,
  "total_charge": 1,
  "max_force_ha_per_bohr": 0.1321,
  "homo_lumo_gap_ev": 8.115
}

=====

(2)
{
  "formula": "C3H25NO8S2",
  "method": "the ωB97M-V functional and the def2-TZVPD basis",
  "elements": ["C", "N", "C", "C", "S", "S", "H", "H", "H", "H", "H", "H", "H", "H", "H", "O", "H", "H", "O", "H", "H", "O", "H", "H", "O", "H", "H", "O", "H", "H", "O", "H", "H", "O", "H", "H", "O", "H", "H"],
  "xyz": [[-2.104, 1.019, 0.736], [-1.093, 0.045, 1.114], [-0.122, -0.220, 0.024], [1.295, -0.134, 0.572], [2.392, -0.928, -0.718], [2.100, -2.894, -0.431], [-1.636, 1.998, 0.645], [-2.963, 1.044, 1.409], [-2.608, 0.755, -0.207], [-1.451, -0.778, 1.563], [-0.342, -1.133, -0.523], [-0.224, 0.490, -0.794], [1.462, -0.674, 1.500], [1.671, 0.851, 0.836], [0.996, -3.195, -1.156], [-0.213, 1.318, 3.650], [-0.398, 1.064, 2.722], [-0.892, 1.072, 4.279], [-2.286, -2.023, -0.042], [-3.142, -1.650, 0.161], [-2.334, -2.858, -0.531], [4.132, 0.587, 1.527], [3.886, 0.781, 2.433], [4.492, -0.299, 1.532], [-1.384, -0.231, -3.265], [-1.259, 0.517, -2.683], [-1.395, 0.131, -4.154], [2.289, 0.556, 4.072], [1.732, 1.276, 3.755], [1.666, -0.046, 4.484], [-2.184, -3.708, -2.258], [-2.048, -2.800, -2.582], [-1.302, -4.048, -2.243], [-0.413, 2.411, -4.062], [-0.444, 2.800, -3.187], [0.465, 2.107, -4.296], [1.287, 2.457, -1.658], [0.567, 1.880, -1.378], [1.803, 2.462, -0.847]],
  "forces_ev_per_angstrom": [[-0.68, -0.72, -0.45], [0.86, 1.44, -0.27], [-0.21, 0.21, 1.19], [0.44, -1.29, -0.75], [0.00, 1.06, 0.24], [-0.12, -0.73, 0.29], [-0.25, 0.16, 0.03], [0.43, 0.21, 0.55], [0.34, 0.14, -0.29], [-0.07, -0.32, -0.44], [0.20, -0.40, 0.51], [-0.31, 0.47, 0.23], [-0.30, -0.38, -0.02], [-0.03, 0.26, -0.56], [0.09, 0.33, -0.02], [0.52, 0.68, -0.14], [-0.67, -0.55, 0.45], [-0.34, -0.15, -0.48], [0.50, -0.16, 0.28], [-0.42, -0.46, -0.29], [-0.70, 0.13, -0.09], [0.07, 0.47, -0.33], [-0.12, -0.19, 0.43], [0.03, -0.22, 0.04], [-0.21, -0.87, 0.12], [0.01, 0.24, -0.16], [0.06, 0.31, 0.04], [0.86, 0.03, -0.11], [-0.26, -0.17, 0.24], [-0.08, 0.04, -0.06], [-0.51, 0.83, -0.06], [-0.23, -0.14, -0.03], [0.86, -0.61, -0.04], [-1.03, -0.20, -0.70], [0.77, 0.16, 0.02], [0.31, 0.24, 0.61], [-0.29, -0.11, 0.28], [-0.03, -0.04, -0.28], [0.50, 0.29, 0.01]],
  "homo_energy_ha": -0.3349,
  "spin_multiplicity": 1,
  "total_charge": 0,
  "max_force_ha_per_bohr": 0.0331,
  "smiles": "CNCCSS.O.O.O.O.O.O.O.O",
  "homo_lumo_gap_ev": 9.295
}

=====

(3)
{
  "formula": "C3H26O10",
  "method": "the ωB97M-V functional and the def2-TZVPD basis",
  "elements": ["C", "C", "C", "O", "H", "H", "H", "H", "H", "H", "H", "H", "O", "H", "H", "O", "H", "H", "O", "H", "H", "O", "H", "H", "O", "H", "H", "O", "H", "H", "O", "H", "H", "O", "H", "H", "O", "H", "H"],
  "xyz": [[5.708, -1.852, 1.441], [5.055, -1.317, 0.094], [4.543, -2.452, -0.719], [3.990, -0.482, 0.409], [6.727, -2.238, 1.421], [5.144, -2.664, 1.900], [5.634, -1.042, 2.166], [5.808, -0.787, -0.489], [3.791, -3.098, -0.266], [5.339, -3.181, -0.871], [4.230, -2.162, -1.722], [3.505, -0.976, 1.074], [-4.848, 4.604, -0.045], [-4.233, 3.872, -0.087], [-4.576, 5.101, 0.727], [-0.503, 3.118, 4.869], [-0.244, 3.433, 4.003], [-0.816, 2.226, 4.716], [-0.065, -2.320, 3.170], [-0.722, -2.070, 3.819], [-0.278, -3.227, 2.950], [-6.196, -1.378, 0.902], [-5.733, -2.012, 0.354], [-6.345, -0.628, 0.326], [1.426, 5.414, 1.171], [2.255, 5.061, 0.850], [1.639, 6.301, 1.463], [-3.631, -5.231, -1.638], [-3.116, -5.626, -0.935], [-3.835, -5.959, -2.225], [-1.763, 1.149, -0.563], [-0.866, 1.472, -0.469], [-1.666, 0.206, -0.691], [-5.062, -2.185, -5.058], [-4.959, -2.856, -4.383], [-4.206, -1.761, -5.106], [-0.233, 4.844, -4.317], [-0.660, 5.012, -3.477], [-0.239, 5.691, -4.763]],
  "forces_ev_per_angstrom": [[-0.52, 0.55, -0.25], [1.08, -1.58, 1.36], [0.65, -1.64, -1.16], [-0.39, 1.03, 0.31], [0.09, 0.33, -0.47], [-0.46, -0.15, -0.33], [0.38, 0.15, -0.02], [-0.14, 0.35, 0.14], [-0.43, 0.56, 0.35], [0.42, 0.03, -0.19], [-0.25, 0.18, 0.13], [-0.45, 0.20, 0.13], [-0.18, 0.08, -0.15], [0.17, -0.26, -0.05], [0.04, 0.14, 0.19], [0.00, 0.10, 0.23], [0.10, 0.14, -0.24], [-0.09, -0.22, -0.01], [0.20, 0.13, -0.12], [-0.16, 0.10, 0.17], [-0.03, -0.23, -0.07], [-0.04, -0.04, 0.24], [0.11, -0.20, -0.13], [-0.06, 0.23, -0.12], [-0.24, -0.13, 0.02], [0.21, -0.14, -0.10], [0.01, 0.24, 0.09], [-0.06, 0.26, -0.04], [0.13, -0.06, 0.20], [-0.08, -0.18, -0.17], [-0.24, 0.16, 0.02], [0.24, 0.12, 0.02], [-0.01, -0.24, -0.02], [-0.19, 0.04, -0.13], [0.00, -0.19, 0.19], [0.20, 0.15, -0.04], [0.11, -0.19, -0.08], [-0.13, -0.01, 0.24], [0.01, 0.19, -0.15]],
  "homo_energy_ha": -0.3791,
  "spin_multiplicity": 1,
  "total_charge": 0,
  "max_force_ha_per_bohr": 0.0457,
  "smiles": "CC(C)O.O.O.O.O.O.O.O.O.O",
  "homo_lumo_gap_ev": 10.275
}

=====

Table of relative energy (zero: lowest compared OMol25 entry of this formula, charge and spin) (kcal/mol), in record order: 5.3 37.7 45.9